{"formula": "C6H5N4O", "method": "ωB97M-V/def2-TZVPD", "symbols": ["C", "C", "N", "C", "N", "C", "N", "C", "C", "O", "N", "H", "H", "H", "H", "H"], "positions_angstrom": [[1.049, -0.034, 0.776], [-0.103, -0.204, -0.131], [-1.150, 0.566, -0.199], [-2.055, 0.389, -1.106], [-3.153, 1.200, -1.425], [-3.670, 0.541, -2.441], [-3.030, -0.414, -2.950], [-1.993, -0.667, -2.105], [-0.783, -1.512, -2.120], [-0.524, -2.302, -3.012], [0.092, -1.164, -1.123], [1.893, -0.097, 0.059], [0.988, -0.888, 1.393], [1.108, 0.951, 1.201], [-3.554, 1.828, -0.683], [0.730, -1.828, -0.888]], "mulliken_charge": [-1.179, 0.618, -0.497, 0.642, -0.095, 0.348, -0.497, 0.389, 0.143, -0.448, -0.092, 0.371, 0.367, 0.331, 0.352, 0.248], "smiles": "Cc1nc2[nH]c#[n+]c2c(=O)[nH]1", "charge": 1, "homo_energy_ev": [-14.25, -14.75], "homo_lumo_gap_ev": [8.145, 6.719]}



{"formula": "C6H5NO", "method": "ωB97M-V/def2-TZVPD", "symbols": ["N", "C", "C", "C", "C", "C", "C", "O", "H", "H", "H", "H", "H"], "positions_angstrom": [[3.377, -0.006, -0.180], [2.247, -0.074, -0.215], [0.878, -0.259, 0.091], [0.142, -1.385, -0.060], [-1.209, -1.050, -0.213], [-1.328, 0.236, -0.216], [-0.046, 0.963, 0.208], [0.190, 2.128, -0.232], [0.812, -2.444, 0.046], [-1.821, -1.968, -0.103], [-2.527, 0.592, -0.570], [0.059, 0.652, 1.461], [-0.772, 2.618, -0.015]], "mulliken_charge": [-0.455, 0.190, -0.126, -0.249, -0.404, -0.368, 0.610, -0.495, 0.235, 0.332, 0.137, 0.174, 0.418], "smiles": "N#CC1=CC=C[C@@H]1O", "homo_energy_ev": -8.96, "homo_lumo_gap_ev": 8.843}



{"formula": "C6H5NO", "method": "ωB97M-V/def2-TZVPD", "symbols": ["N", "C", "C", "O", "C", "C", "C", "C", "H", "H", "H", "H", "H"], "positions_angstrom": [[2.759, -1.219, -0.429], [1.813, -0.629, -0.209], [0.716, 0.306, 0.107], [1.322, 1.461, 0.497], [-0.214, 0.505, -1.067], [-1.327, -0.203, -0.857], [-1.343, -0.761, 0.524], [-0.197, -0.433, 1.121], [0.643, 2.094, 0.731], [0.106, 1.111, -1.901], [-2.144, -0.221, -1.525], [-2.189, -1.284, 0.854], [0.055, -0.727, 2.153]], "mulliken_charge": [-0.421, 0.032, 1.340, -0.526, -0.855, -0.345, -0.291, -1.001, 0.362, 0.396, 0.465, 0.495, 0.348], "smiles": "N#CC1(O)C=CC=C1", "homo_energy_ev": -9.44, "homo_lumo_gap_ev": 9.488}



{"formula": "C6H5NO", "method": "ωB97M-V/def2-TZVPD", "symbols": ["C", "C", "C", "C", "O", "C", "C", "N", "H", "H", "H", "H", "H"], "positions_angstrom": [[-0.722, 1.934, -0.179], [0.274, 1.120, 0.325], [0.428, -0.327, -0.035], [2.039, -0.716, 0.132], [2.327, -1.931, 0.011], [-0.607, -1.214, -0.380], [-2.020, -1.325, -0.208], [-3.227, -1.659, 0.523], [-1.475, 1.639, -0.852], [-0.797, 3.079, -0.204], [1.122, 1.459, 0.970], [2.633, 0.098, 0.845], [0.026, -2.157, -0.948]], "mulliken_charge": [-0.739, -0.143, 0.591, 0.052, -0.433, -0.094, 0.034, -0.341, 0.272, 0.218, 0.141, 0.212, 0.230], "smiles": "C=C/C(C=O)=C\\C#N", "homo_energy_ev": -9.26, "homo_lumo_gap_ev": 7.453}



{"formula": "C6H5NO2", "method": "ωB97M-V/def2-TZVPD", "symbols": ["N", "C", "C", "O", "C", "C", "C", "C", "O", "H", "H", "H", "H", "H"], "positions_angstrom": [[3.354, -0.103, -0.745], [2.273, -0.007, -0.404], [0.928, -0.079, 0.030], [1.154, -0.304, 1.656], [0.105, -1.215, -0.422], [-1.236, -1.003, -0.505], [-1.729, 0.364, -0.325], [-0.882, 1.361, -0.094], [0.450, 1.205, -0.019], [1.083, 0.502, 2.156], [0.611, -2.253, -0.440], [-2.080, -1.624, -0.697], [-2.778, 0.723, -0.251], [-1.252, 2.433, 0.059]], "mulliken_charge": [-0.407, 0.041, 1.164, -0.575, -0.707, -0.257, -0.294, -0.203, -0.340, 0.283, 0.272, 0.429, 0.284, 0.309], "smiles": "N#C[C@]1(O)C=CC=CO1", "homo_energy_ev": -9.24, "homo_lumo_gap_ev": 9.270}



{"formula": "C6H5NO2", "method": "ωB97M-V/def2-TZVPD", "symbols": ["C", "C", "C", "N", "O", "C", "C", "O", "C", "H", "H", "H", "H", "H"], "positions_angstrom": [[3.386, -0.489, -0.377], [2.202, -0.108, 0.321], [0.820, 0.481, 0.347], [0.560, 1.533, -0.316], [-0.796, 1.912, -0.381], [-1.473, 0.798, 0.314], [-1.095, -0.524, -0.383], [-2.013, -1.431, -0.286], [-0.215, -0.134, 0.900], [4.475, -0.936, -0.631], [-2.562, 1.133, 0.730], [-0.411, -0.659, -1.423], [-2.743, -0.973, -0.614], [-0.135, -0.603, 1.799]], "mulliken_charge": [-0.317, -0.488, 0.710, -0.383, -0.221, -0.189, -0.008, -0.481, -0.526, 0.320, 0.380, 0.272, 0.370, 0.560], "smiles": "C#CC1=NO[C@H]2[C@H](O)[C@@H]12", "homo_energy_ev": -8.95, "homo_lumo_gap_ev": 9.086}



{"formula": "C6H5NO2S", "method": "ωB97M-V/def2-TZVPD", "symbols": ["C", "C", "C", "C", "C", "C", "N", "O", "O", "S", "H", "H", "H", "H", "H"], "positions_angstrom": [[0.196, -0.683, -1.608], [0.776, -1.704, -1.001], [-0.285, 1.615, -0.292], [0.310, 0.327, 1.722], [-0.635, 0.284, -0.841], [-0.477, -0.717, 1.120], [0.381, 1.537, 0.977], [-0.539, 2.675, -0.782], [0.985, 0.174, 2.699], [0.493, -2.142, 0.684], [0.022, -0.628, -2.690], [1.296, -2.410, -1.598], [-1.659, 0.164, -1.181], [-1.487, -0.895, 1.349], [0.624, 2.403, 1.442]], "mulliken_charge": [-0.303, -0.320, 0.532, 0.378, -0.439, -0.334, -0.105, -0.552, -0.558, -0.098, 0.328, 0.374, 0.377, 0.446, 0.274], "homo_energy_ev": -9.03, "homo_lumo_gap_ev": 8.780}